1.
119
Properties=species:S:1:pos:R:3 method="wB97M-V/def2-TZVPD" energy_ha=-2044.3487 max_force_ev_per_a=5.5 de_lowest_kcal_mol=260.85 multiplicity=1 homo_ev=-8.63 e_lumo_ev=-6.07 homo_lumo_gap_ev=2.557
Hg -2.96556 3.90954 0.16845
O -0.18043 0.38837 0.28856
O -3.59430 -3.47513 1.74132
O 7.06392 -4.98004 1.29890
O -5.80667 1.54451 3.15008
O -1.31825 5.10569 -7.32664
O -1.08103 -5.78342 -6.19148
O -5.50110 1.71933 -3.10681
O -0.13574 5.76918 3.36456
O 8.61700 0.15898 2.75058
O 0.55686 1.00010 5.49858
C -0.49240 5.07290 -9.55028
C -4.86844 -0.17137 -4.37494
C -3.66364 -4.56840 0.82373
C 0.83957 -0.27467 -0.40933
C -2.59343 -5.62772 1.22680
C 8.18405 2.57228 2.65498
C 2.77057 0.54862 6.29231
C 5.71355 -5.48856 1.37992
C -0.14086 4.94303 -8.03969
C 0.45526 3.65046 -7.58274
C 8.19246 1.21512 1.92415
C -6.87736 1.53478 4.05569
C 1.08642 6.48054 3.26452
C -7.34372 0.32847 -3.78128
C -6.55614 1.08323 5.48879
C -5.88299 0.38058 -3.31614
C -8.01560 0.76526 3.37213
C -5.10147 -5.06702 0.93132
C 1.32470 7.06699 4.70171
C 1.26825 0.24179 6.39502
C 5.70658 -6.94116 0.91356
C -0.24962 -5.47505 -5.07283
C 9.11689 1.18019 0.77222
C 5.25991 -5.22568 2.79583
C 0.76843 -4.49009 -5.57086
C 2.16184 5.53444 2.72779
C 1.02751 -1.24916 6.01451
C 0.35105 -6.76174 -4.49066
B -1.48741 6.22282 -2.37287
H -1.52393 -6.61860 -6.02438
H -2.42215 -6.34045 0.42011
H 2.26302 4.72196 3.44733
H 1.33782 -4.01885 -4.76972
H 5.34388 -4.15261 2.96780
H 6.20135 -7.62305 1.60517
H -1.05022 6.99414 -2.98783
H -2.53250 6.03263 -2.56225
H -1.64127 -5.10653 1.32599
H -0.47981 -7.43878 -4.29218
H 7.99425 3.37344 1.94068
H -8.87652 0.84624 4.03573
H 7.28331 -5.06453 0.36813
H -0.88097 -5.08979 -4.27217
H -0.23444 2.80682 -7.60887
H 1.68985 -0.50464 0.23273
H -7.46761 1.26425 6.05849
H -5.23720 -5.94292 0.29692
H -4.99607 0.37994 -5.30653
H 8.99786 0.24750 0.22082
H 1.01431 0.52821 7.41559
H 7.17142 1.04207 1.58412
H -0.92221 5.30409 -2.34621
H 1.30597 0.23551 -1.25212
H -7.17357 2.58320 4.02127
H -2.78016 -6.15236 2.16382
H 0.45753 -1.22153 -0.79090
H -5.30935 -5.38634 1.95254
H 1.36569 6.29629 5.47142
H -8.01100 0.98211 -3.21951
H 5.87686 -5.66581 3.57926
H -5.75348 -4.25610 0.60670
H 0.74809 3.78171 -6.54104
H 0.00743 -1.54577 6.25854
H -2.81700 -2.96476 1.50272
H 1.90150 5.17225 1.73323
H 3.01068 1.59412 6.48566
H -6.39829 0.00587 5.43905
H -8.19142 1.18204 2.38042
H 5.09620 -4.94310 0.66616
H 6.19662 -7.06642 -0.05198
H 2.28054 7.57716 4.82093
H 0.88905 -6.58142 -3.55999
H -7.72890 -0.26062 3.14080
H 0.95621 -7.24692 -5.25648
H -5.72390 1.60502 5.96124
H -1.00521 5.39149 -6.46529
H 1.25773 3.33054 -8.24741
H 0.32402 4.81672 -10.22549
H -0.84572 6.08053 -9.76924
H 1.14862 -1.44652 4.94940
H 0.61360 0.63031 4.61448
H 8.89789 1.99750 0.08510
H 1.64470 -1.87926 6.65494
H -1.49578 6.63172 -1.37438
H -7.49233 0.59165 -4.82854
H 0.04805 5.11249 4.04027
H 0.48849 7.72014 4.95122
H 3.14400 0.36887 5.28417
H 3.32872 -0.07360 6.99189
H -5.47979 0.64432 3.21624
H 7.36140 2.55551 3.36988
H -5.77749 -0.12462 -2.35607
H 4.23553 -5.55859 2.96288
H 0.21669 -3.63113 -5.95280
H -7.73020 -0.67706 -3.61505
H 10.17054 1.22878 1.04710
H 9.16094 2.80168 3.08062
H 0.81219 7.30695 2.60882
H 4.69764 -7.29613 0.70350
H 1.49948 -4.91184 -6.26065
H -3.46425 -4.19445 -0.18051
H 3.13767 6.01732 2.67582
H -5.05478 -1.20910 -4.65152
H -1.30177 4.37820 -9.77480
H -3.80786 -0.04178 -4.15935
H -5.63246 2.18473 -3.93611
H 8.48824 -0.69852 2.33861
H 0.56538 5.75089 -7.84816


2.
81
Properties=species:S:1:pos:R:3 method="wB97M-V/def2-TZVPD" energy_ha=-8063.5213 total_charge=-1 max_force_ev_per_a=3.0 de_lowest_kcal_mol=46.60 multiplicity=6 homo_ev="-3.28 / -4.55" e_lumo_ev="2.37 / 2.37" homo_lumo_gap_ev="5.653 / 6.928"
As 2.69260 -0.48980 0.04210
As 0.08040 -0.72970 2.61950
Mn -0.30180 -0.29760 0.27630
S -3.12810 0.93310 -1.18640
F -1.74920 -2.67340 -0.17700
F 0.03250 -3.17140 0.97440
O 0.43170 1.52790 0.31870
O 0.27570 4.43860 -0.74690
O -1.26570 1.35870 -4.07780
O -0.25000 4.08370 -3.62920
O -0.13540 -0.18100 -1.63020
O -2.44920 0.31950 -0.00410
C 0.10890 2.02350 -0.82890
C 4.59080 0.05770 -0.28390
C 7.14940 1.01340 -0.90270
C -4.59510 -0.39780 -2.99340
C 0.07230 3.35490 -1.32320
C 3.75340 -4.61640 -0.38780
C -5.45740 -0.45170 -1.73490
C 0.18570 1.26710 6.96950
C -1.72440 -4.10510 4.50790
C 5.21040 1.02030 0.50990
C 6.47760 1.48810 0.21050
C 5.27060 -0.38800 -1.41590
C -0.80030 -3.12390 4.18680
C -2.38580 -2.14590 2.67890
C -0.42470 -2.29390 -0.02840
C -0.99480 0.76730 6.43800
C 0.14620 0.17350 4.38610
C -3.16520 -0.34530 -2.50100
C 3.36090 -4.87060 -1.68970
C -4.95120 0.65800 -0.83040
C 6.53820 0.07450 -1.71840
C -0.69860 1.77470 -3.04090
C 1.31090 0.72700 4.91820
C 1.33490 1.25610 6.19530
C -3.31680 -3.11210 3.01550
C -0.27670 1.08140 -1.88040
C -2.97920 -4.10280 3.92250
C 2.92640 -0.67100 2.01750
C 1.89420 -1.53990 2.73140
C 2.60120 -2.60680 -1.88140
C 3.58170 -3.35660 0.16170
C -0.30830 3.21230 -2.78530
C -1.01430 0.23480 5.16320
C -1.11850 -2.14620 3.25360
C 2.99350 -2.33630 -0.57200
C 2.78480 -3.85900 -2.43910
H 0.21100 1.66660 7.97270
H 2.25740 1.65450 6.59420
H -4.29480 -3.10830 2.55560
H -2.83980 -1.27670 -2.04110
H 2.16610 -1.64890 3.79210
H -4.76780 -1.26300 -3.63710
H 4.19960 -5.40790 0.20010
H -6.52000 -0.33220 -1.96290
H -1.89910 0.78650 7.03100
H -3.68730 -4.88420 4.16160
H 6.93860 2.23680 0.84120
H -1.93660 -0.16600 4.75340
H 3.92940 -3.17320 1.17040
H 2.86120 0.35780 2.39290
H -4.82020 0.50630 -3.56180
H 0.07780 -2.66900 -0.94360
H -2.45930 -0.04450 -3.27490
H -5.43120 1.60950 -1.05130
H 8.13630 1.38280 -1.14170
H -5.31550 -1.41850 -1.25130
H 2.21830 0.73950 4.32950
H 2.47530 -4.04690 -3.45770
H 4.79730 -1.12020 -2.06110
H -2.61140 -1.38680 1.93120
H 0.17420 -3.11850 4.66280
H 3.93790 -1.03550 2.23180
H 4.69050 1.41370 1.37470
H -5.02920 0.43010 0.22990
H 3.50030 -5.85430 -2.11730
H 1.85300 -2.53670 2.28300
H 2.13200 -1.81540 -2.45740
H 7.04810 -0.29050 -2.60010
H -1.46970 -4.87990 5.21840


3.
9
Properties=species:S:1:pos:R:3 method="wB97M-V/def2-TZVPD" smiles=Oc1ncco1 energy_ha=-321.3045 max_force_ev_per_a=4.0 de_lowest_kcal_mol=45.89 multiplicity=1 homo_ev=-9.15 e_lumo_ev=0.66 homo_lumo_gap_ev=9.811
O 2.05235 -0.51888 -0.10561
O 0.06235 -0.74675 -0.89362
N 0.29137 0.72919 0.79901
C 0.82992 -0.21806 0.12668
C -1.10337 -0.08224 -0.63205
C -1.09959 0.62376 0.46030
H 2.53321 -0.69723 0.73110
H -1.86351 1.15176 0.97295
H -1.70273 -0.24155 -1.45876


4.
61
Properties=species:S:1:pos:R:3 method="wB97M-V/def2-TZVPD" energy_ha=-1302.1072 total_charge=+2 max_force_ev_per_a=5.4 de_lowest_kcal_mol=0.00 multiplicity=2 homo_ev="-16.40 / -16.40" e_lumo_ev="-4.95 / -10.81" homo_lumo_gap_ev="11.448 / 5.594"
O 4.08422 -0.60310 -1.61390
O 3.22908 -4.61949 2.63642
O 2.56996 -2.08573 0.09409
O -3.30874 2.21954 -0.43556
O 0.68487 2.55817 2.18082
O 2.55620 3.94556 0.81908
O -4.09942 0.18796 -2.13188
O -0.83922 3.97989 0.47339
O -3.56425 -0.30482 0.73826
O -1.77576 0.53805 -3.23284
O -3.79687 -2.81319 -0.66321
O 1.80714 0.02886 2.42533
O 1.44835 -2.52171 3.28548
N 2.37038 1.15076 -0.17903
N -0.00911 -1.26643 -0.36205
C -0.41921 -1.88487 -1.66079
C 1.25186 0.81222 -1.14528
C -0.99301 -1.67157 0.60214
C -0.01409 0.17196 -0.49233
C 0.83036 2.11370 -1.77145
H 3.25015 0.68296 -0.46431
H -0.08515 0.67709 0.47863
H -1.99009 -1.90958 0.25099
H -4.21815 -0.84325 0.26228
H 3.43857 -1.21594 -1.22049
H 3.69745 -4.58264 1.79871
H -0.89764 0.52314 -1.08954
H 1.66039 -1.74676 0.16816
H 2.19467 -3.10965 3.04109
H -2.66027 0.58276 -2.80860
H 2.92121 -1.94501 0.98434
H 3.11298 3.90927 1.60858
H 1.33844 -2.62574 4.24082
H -5.05840 0.29799 -2.12916
H 0.34593 3.18667 1.50255
H 0.48157 2.76288 -0.97838
H 2.45098 4.89716 0.69681
H -1.89120 0.50641 -4.18915
H 2.40139 -5.09553 2.51504
H -0.46913 -2.97398 -1.66107
H 1.63645 2.62624 -2.31296
H -1.40141 -1.43827 -1.94986
H -0.67810 -2.61134 1.06098
H -3.82881 0.92095 -1.52845
H -3.89193 2.72994 0.13358
H 2.44662 2.16306 -0.00642
H -3.12348 1.34289 -0.05561
H -3.15141 -2.79883 -1.36725
H 1.09850 0.59267 2.77104
H 0.02884 2.08096 -2.53295
H -4.61999 -3.26330 -0.86657
H -1.22457 -1.08945 1.48536
H 1.57500 0.07519 -1.90782
H 0.60587 3.03389 3.01964
H -1.32185 3.13569 0.35434
H 2.16889 0.76391 0.83256
H 1.48318 -0.89916 2.53434
H -1.57109 4.51419 0.80967
H 0.29941 -1.65407 -2.45600
H 4.69230 -1.23529 -2.02068
H -3.25884 -0.90392 1.42911